DFT (ωB97M-V/def2-TZVPD) results for C20H37Cl2N4ORuSSi2 as an isolated structure.

Each line ends with the Mulliken spin population.
Positions of all 68 atoms, in Å:
Ru 0.079 -0.918 0.293  2.678
N 1.270 -4.017 3.679  0.003
C 0.845 -2.977 2.828  -0.006
S 1.912 -2.550 1.561  0.148
N -0.294 -2.464 3.176  -0.010
N -0.776 -1.439 2.371  0.015
C -1.672 -0.747 2.975  0.000
C -2.430 0.387 2.487  -0.040
C -3.091 1.157 3.450  0.000
C -3.842 2.271 3.127  0.008
C -3.948 2.616 1.773  0.001
C -3.337 1.870 0.796  0.011
C -2.555 0.711 1.098  0.041
O -2.041 0.009 0.174  0.088
H 1.870 -4.664 3.191  0.003
H 0.477 -4.461 4.122  -0.001
H -1.867 -1.023 4.014  0.005
H -2.990 0.861 4.491  0.000
H -4.333 2.856 3.896  0.001
H -4.528 3.490 1.488  0.000
H -3.422 2.134 -0.252  -0.001
Cl -0.996 -3.077 -0.416  0.011
C -3.371 -4.945 -1.430  0.863
Cl -4.994 -4.476 -1.630  0.096
H -3.091 -5.354 -0.478  0.010
H -2.729 -4.866 -2.285  0.018
C -2.161 -1.061 -2.853  0.010
Si -0.563 -0.071 -2.815  0.008
C -0.981 1.718 -2.357  -0.012
C -0.068 0.003 -4.663  0.007
C 0.790 -0.771 -1.747  0.001
Si 2.446 0.014 -1.966  0.017
C 3.752 -0.600 -0.748  0.014
C 3.253 -0.429 -3.640  0.005
C 2.396 1.906 -1.976  0.019
H -2.820 -0.584 -3.590  0.000
H -2.645 -1.087 -1.880  0.000
H -1.974 -2.092 -3.159  -0.003
H -2.017 1.935 -2.638  0.000
H -0.332 2.432 -2.870  -0.001
H -0.891 1.866 -1.280  0.010
H -0.969 0.134 -5.270  0.001
H 0.424 -0.920 -4.981  0.000
H 0.609 0.832 -4.883  0.000
H 0.879 -1.836 -2.007  -0.018
H 4.140 -1.564 -1.089  0.000
H 3.358 -0.736 0.258  -0.008
H 4.590 0.104 -0.700  0.000
H 3.226 -1.510 -3.804  0.000
H 4.305 -0.122 -3.624  -0.001
H 2.772 0.049 -4.495  0.001
H 1.720 2.293 -1.214  -0.010
H 2.054 2.267 -2.950  -0.002
H 3.398 2.312 -1.801  0.004
C 0.636 2.868 1.723  0.101
C 1.355 1.516 1.864  -0.150
C 1.132 0.972 3.283  0.066
C 2.866 1.714 1.672  0.063
N 0.847 0.631 0.855  1.000
H 0.897 3.534 2.553  0.001
H -0.445 2.715 1.722  -0.026
H 0.915 3.356 0.786  -0.012
H 1.667 1.600 4.004  0.000
H 1.496 -0.053 3.359  -0.002
H 0.074 0.988 3.538  -0.007
H 3.244 2.454 2.387  -0.001
H 3.087 2.062 0.662  -0.010
H 3.392 0.774 1.836  -0.003

The charge is -2. Its HOMO energy (alpha / beta) is -0.0259 / -0.0565 Eh. The HOMO-LUMO gap (alpha / beta) is 5.4 / 6.2 eV. For the relative energy (zero: lowest compared OMol25 entry of this formula, charge and spin), the calculation gives 10.6 kJ/mol. Its spin multiplicity is 6.

***

DFT (ωB97M-V/def2-TZVPD) results for a 6-piece molecular cluster, C20H37IO12P2S5 overall at a distorted geometry.

Each line ends with the Löwdin charge.
Positions of all 77 atoms, in Å:
O 0.503 -0.058 5.223  0.126
C 0.153 0.123 4.073  -0.290
C -1.082 -0.497 3.482  0.021
C -1.022 -0.859 2.210  -0.135
P -2.438 -1.616 1.268  0.466
O -3.610 -1.895 2.090  -0.263
O -1.797 -2.892 0.567  -0.121
O -2.820 -0.589 0.088  -0.105
C 0.257 -0.664 1.440  -0.343
O 0.640 -1.493 0.642  0.060
C 1.001 0.602 1.784  -0.127
C 0.955 0.965 3.113  -0.086
C 1.635 2.075 3.526  0.075
C 2.314 2.805 2.584  -0.289
O 2.997 3.948 2.979  0.039
C 2.364 2.468 1.269  -0.014
C 1.679 1.339 0.846  -0.339
P 1.620 0.804 -0.934  0.545
O 3.196 0.382 -1.249  -0.382
I 1.062 2.799 -2.249  0.533
H -1.980 -0.652 4.061  0.119
H -2.476 -3.430 0.124  0.065
H -2.170 0.123 0.030  0.075
H 1.584 2.354 4.570  0.143
H 2.356 4.662 3.060  0.113
H 2.914 3.045 0.539  0.118
H 3.373 -0.353 -0.644  0.056
C 1.306 -6.350 0.031  -0.277
S 1.939 -4.742 -0.449  0.794
O 3.021 -4.959 -1.447  -0.557
C 2.727 -4.382 1.126  -0.270
H 0.799 -6.771 -0.834  0.023
H 2.121 -7.008 0.335  0.058
H 0.594 -6.228 0.847  0.057
H 3.465 -5.152 1.356  0.056
H 1.969 -4.336 1.908  0.055
H 3.220 -3.416 1.044  0.041
C -2.812 7.034 -1.073  -0.274
S -1.771 5.570 -0.970  0.761
O -0.419 6.021 -0.554  -0.569
C -1.717 5.258 -2.741  -0.292
H -2.946 7.425 -0.067  0.047
H -2.330 7.787 -1.697  0.058
H -3.783 6.762 -1.490  0.052
H -1.308 6.125 -3.260  0.064
H -2.723 5.040 -3.102  0.056
H -1.077 4.393 -2.912  -0.075
C 5.473 1.484 -2.899  -0.286
S 6.041 2.920 -3.818  0.794
O 4.869 3.813 -4.009  -0.564
C 6.313 2.056 -5.371  -0.276
H 5.205 1.805 -1.897  0.036
H 4.600 1.053 -3.387  0.050
H 6.276 0.748 -2.842  0.056
H 5.385 1.589 -5.701  0.057
H 7.090 1.302 -5.237  0.051
H 6.639 2.784 -6.111  0.047
C -3.360 -7.723 -1.915  -0.265
S -2.210 -6.342 -1.936  0.808
O -2.956 -5.139 -1.473  -0.544
C -2.073 -6.235 -3.723  -0.261
H -3.615 -7.935 -0.879  0.051
H -4.262 -7.461 -2.468  0.059
H -2.883 -8.598 -2.359  0.054
H -3.058 -6.069 -4.160  0.060
H -1.637 -7.157 -4.109  0.055
H -1.422 -5.397 -3.962  0.054
C -3.325 3.705 3.518  -0.261
S -3.475 1.991 4.038  0.823
O -3.133 1.133 2.883  -0.539
C -5.261 1.999 4.226  -0.258
H -2.275 3.905 3.311  0.047
H -3.914 3.870 2.616  0.058
H -3.668 4.359 4.320  0.054
H -5.731 2.268 3.280  0.061
H -5.540 2.708 5.005  0.054
H -5.574 0.998 4.516  0.056

The charge is 0. Its HOMO energy is -0.3030 Eh. The HOMO-LUMO gap is 7.3 eV. Its spin multiplicity is 1.

***

Number 1: E_tot -83566.565 eV. Number 2: E_tot -126762.725 eV.